Entry 1:
C18H20N4O7RuS2 as an isolated structure. Source: OMol25; level of theory: ωB97M-V with the def2-TZVPD basis set.

Values from the calculation:
Multiplicity: 6
Energy above the lowest of the compared OMol25 structures with the same formula, charge and spin in kcal per mole: 9.3
LUMO (spin up / spin down) in eV: 2.64 / 2.00
Frontier orbital gap (spin up / spin down) in eV: 6.96 / 6.95
Net charge: -1

Each line ends with the Löwdin spin population.
Cartesian coordinates (Å):
Ru: -0.367 -0.198 0.921  3.784
O: 0.184 -5.685 1.672  0.000
C: -0.556 -4.606 2.030  0.001
O: -0.986 -4.460 3.139  0.000
C: -0.757 -3.691 0.843  0.004
O: -1.344 -2.473 1.171  0.056
C: -2.752 -2.490 1.382  0.005
C: -3.272 -1.068 1.504  0.018
O: -4.468 -0.917 1.678  0.021
O: -2.397 -0.129 1.427  0.175
H: 0.271 -6.223 2.472  0.000
H: -1.354 -4.230 0.096  0.001
H: 0.218 -3.485 0.399  0.000
H: -2.984 -3.039 2.295  0.001
H: -3.242 -2.942 0.517  0.001
S: 1.480 -1.360 1.946  0.315
C: 2.556 0.033 2.066  0.047
C: 3.937 -0.182 2.047  0.018
C: 4.829 0.869 2.166  0.010
C: 4.348 2.166 2.305  0.013
C: 2.984 2.394 2.321  0.014
C: 2.066 1.344 2.206  0.041
S: 0.343 1.705 2.273  0.254
H: 4.298 -1.197 1.933  0.004
H: 5.895 0.675 2.147  0.001
H: 5.033 3.001 2.400  0.001
H: 2.600 3.402 2.430  0.003
C: -1.026 4.693 0.537  0.002
N: -0.516 4.003 -0.648  0.000
C: 0.942 3.881 -0.721  0.001
C: -1.245 2.982 -1.095  0.002
N: -1.892 2.128 -1.532  0.003
H: -0.657 5.720 0.525  0.000
H: -0.697 4.194 1.452  0.002
H: -2.113 4.706 0.506  0.000
H: 1.358 4.889 -0.681  0.000
H: 1.219 3.406 -1.657  0.000
H: 1.332 3.278 0.099  0.001
C: -2.353 -1.764 -4.255  0.001
N: -1.346 -1.122 -3.432  0.003
C: -0.411 -0.286 -3.960  0.003
C: 0.498 0.342 -3.199  0.002
C: 0.401 0.165 -1.767  0.015
O: 1.093 0.797 -0.947  0.078
N: -0.504 -0.714 -1.275  0.082
C: -1.392 -1.384 -2.049  0.011
O: -2.208 -2.201 -1.644  0.005
H: -2.214 -1.446 -5.287  0.000
H: -3.349 -1.484 -3.916  0.000
H: -2.266 -2.848 -4.191  0.000
H: -0.451 -0.163 -5.035  0.000
H: 1.232 1.013 -3.616  0.001

***

Entry 2:
One molecule with the formula C18H20O5 in a non-equilibrium geometry. Source: OMol25; level of theory: ωB97M-V with the def2-TZVPD basis set.

Values from the calculation:
Energy above the lowest of the compared OMol25 structures with the same formula, charge and spin in kcal per mole: 56.2
LUMO in eV: 0.70
Frontier orbital gap in eV: 8.82

Each line ends with the Mulliken charge.
Cartesian coordinates (Å):
C: 2.492 4.509 0.591  -0.977
O: 1.235 3.959 0.889  -0.510
C: 1.201 2.622 1.084  0.733
C: 2.218 1.920 1.751  -0.842
C: 2.313 0.536 1.834  -1.261
C: 1.231 -0.183 1.317  1.508
C: 0.132 0.498 0.723  -0.416
C: 0.130 1.906 0.550  0.857
C: -1.043 2.594 -0.120  -1.054
C: -2.019 3.015 0.992  -0.320
O: -1.538 4.188 1.615  -0.634
O: -0.932 -0.213 0.199  -0.449
C: -1.077 -1.596 0.441  0.437
C: -1.040 -2.335 -0.864  -0.029
C: -1.895 -3.444 -0.930  -0.849
C: -1.965 -4.212 -2.079  -0.704
C: -1.192 -3.894 -3.220  0.817
O: -1.446 -4.659 -4.307  -0.547
C: -0.338 -2.806 -3.168  -0.729
C: -0.261 -1.986 -2.001  0.479
O: 0.509 -0.874 -1.976  -0.741
C: -0.148 -2.181 1.490  -0.970
C: 1.289 -1.663 1.386  -1.157
H: 3.132 3.818 0.009  0.372
H: 2.335 5.445 0.016  0.270
H: 2.968 4.770 1.512  0.361
H: 3.024 2.472 2.245  0.305
H: 3.123 0.037 2.359  0.457
H: -0.729 3.490 -0.696  0.338
H: -1.522 1.879 -0.819  0.319
H: -3.054 3.193 0.631  0.346
H: -2.136 2.221 1.738  0.247
H: -0.577 4.133 1.696  0.424
H: -2.082 -1.699 0.850  0.508
H: -2.500 -3.749 -0.108  0.440
H: -2.625 -5.058 -2.079  0.421
H: -0.843 -4.440 -5.058  0.295
H: 0.298 -2.571 -4.012  0.325
H: 0.335 -0.406 -1.147  0.180
H: -0.502 -1.917 2.474  0.439
H: -0.122 -3.271 1.434  0.451
H: 1.783 -2.068 0.509  0.327
H: 1.837 -1.980 2.250  0.533

***

Entry 3:
C18H21BN6O2S4V as an isolated structure in a non-equilibrium geometry. Source: OMol25; level of theory: ωB97M-V with the def2-TZVPD basis set.

Values from the calculation:
LUMO (spin up / spin down) in eV: -12.00 / -11.99
Frontier orbital gap (spin up / spin down) in eV: 4.44 / 4.45
Net charge: +3

Each line ends with the Mulliken charge.
Cartesian coordinates (Å):
V: 0.430 0.412 0.175  0.985
O: 0.793 4.395 -3.172  -0.559
C: -0.472 4.344 -2.770  0.539
C: -1.302 5.389 -3.163  -0.724
C: -2.623 5.399 -2.792  -0.330
C: -3.185 4.364 -2.009  -0.830
C: -2.400 3.336 -1.608  -0.529
C: -1.020 3.289 -1.978  0.388
C: -0.235 2.224 -1.540  1.077
O: -0.772 1.257 -0.705  -0.675
N: 1.040 2.024 -1.865  -0.927
N: 1.522 0.878 -1.282  0.388
C: 2.645 0.344 -1.820  0.255
S: 3.320 0.954 -3.233  0.104
C: 4.805 -0.096 -3.130  -0.593
C: 4.419 -1.405 -2.473  -0.672
S: 3.392 -0.972 -1.026  -0.022
H: 1.307 3.643 -2.839  0.460
H: -0.867 6.180 -3.759  0.494
H: -3.251 6.225 -3.103  0.428
H: -4.229 4.398 -1.732  0.459
H: -2.816 2.539 -1.008  0.424
H: 5.559 0.457 -2.571  0.360
H: 5.164 -0.253 -4.147  0.436
H: 5.283 -1.959 -2.113  0.453
H: 3.819 -2.044 -3.121  0.371
C: -2.921 -2.500 0.428  -0.794
N: -2.518 -1.811 1.664  0.122
C: -3.318 -1.581 2.730  -0.325
C: -2.550 -0.967 3.687  -0.562
N: -1.289 -0.829 3.207  0.488
B: -0.225 -0.072 4.121  0.059
N: 1.257 -0.204 3.613  0.049
C: 2.241 -0.936 4.212  -0.510
C: 3.441 -0.540 3.694  -0.439
N: 3.175 0.435 2.771  0.280
C: 4.194 1.220 2.066  -0.822
C: 1.841 0.623 2.741  0.107
S: 0.970 1.817 1.811  -0.240
C: -1.279 -1.343 1.965  0.102
S: 0.089 -1.617 0.940  -0.254
H: -4.002 -2.597 0.431  0.321
H: -2.475 -3.491 0.388  0.377
H: -2.617 -1.921 -0.439  0.317
H: -4.357 -1.870 2.749  0.482
H: -2.821 -0.626 4.674  0.519
H: -0.283 -0.558 5.211  -0.082
H: -0.515 1.095 4.103  0.019
H: 2.026 -1.664 4.976  0.551
H: 4.446 -0.851 3.931  0.518
H: 4.978 0.555 1.714  0.352
H: 4.625 1.954 2.744  0.324
H: 3.738 1.740 1.228  0.281

***

Entry 4:
One molecule with the formula C18H21BrN2O3S2. Source: OMol25; level of theory: ωB97M-V with the def2-TZVPD basis set.

Values from the calculation:
Energy above the lowest of the compared OMol25 structures with the same formula, charge and spin in kcal per mole: 3.5
LUMO in eV: 0.38
Frontier orbital gap in eV: 8.99

Each line ends with the Mulliken charge.
Cartesian coordinates (Å):
C: -1.404 -1.835 -1.886  -1.303
S: -1.536 -0.935 -0.315  1.203
O: -2.083 -1.771 0.702  -0.618
O: -0.244 -0.354 -0.072  -0.570
N: -2.637 0.290 -0.667  0.451
C: -2.079 1.425 -1.371  -1.163
C: -0.891 2.103 -0.663  0.773
O: -1.003 2.623 0.427  -0.699
N: 0.225 2.182 -1.413  -0.140
C: 1.479 2.634 -0.851  -1.120
C: 2.343 1.447 -0.447  0.050
S: 2.766 0.442 -1.916  -0.233
C: 2.662 -1.235 -1.180  -0.255
C: 3.655 -1.403 -0.079  0.313
C: 3.230 -1.456 1.242  0.058
C: 4.151 -1.585 2.266  -0.728
C: 5.504 -1.656 1.980  -0.398
C: 5.934 -1.598 0.664  -0.598
C: 5.015 -1.471 -0.360  -0.504
C: -3.684 0.448 0.264  0.259
C: -3.759 1.516 1.151  -0.287
C: -4.803 1.601 2.055  -0.873
C: -5.774 0.615 2.103  -0.535
C: -5.715 -0.453 1.225  -0.504
C: -4.682 -0.520 0.309  0.203
Br: -4.666 -1.933 -0.946  -0.146
H: -2.251 -1.589 -2.512  0.462
H: -1.412 -2.892 -1.654  0.411
H: -0.471 -1.551 -2.357  0.348
H: -2.871 2.171 -1.487  0.436
H: -1.777 1.074 -2.362  0.306
H: 0.331 1.576 -2.214  0.304
H: 1.243 3.235 0.030  0.403
H: 1.994 3.251 -1.593  0.338
H: 3.268 1.773 0.027  0.485
H: 1.778 0.800 0.222  -0.003
H: 2.858 -1.912 -2.012  0.515
H: 1.641 -1.356 -0.819  -0.228
H: 2.173 -1.401 1.464  0.444
H: 3.812 -1.627 3.291  0.389
H: 6.223 -1.756 2.780  0.379
H: 6.989 -1.652 0.437  0.373
H: 5.346 -1.414 -1.387  0.378
H: -2.980 2.263 1.135  0.452
H: -4.846 2.437 2.736  0.408
H: -6.580 0.673 2.818  0.379
H: -6.469 -1.224 1.239  0.387

***

Entry 5:
C18H21CaCl3GeN8O7SbSe4 as an isolated structure. Source: OMol25; level of theory: ωB97M-V with the def2-TZVPD basis set.

Values from the calculation:
Multiplicity: 2
Energy above the lowest of the compared OMol25 structures with the same formula, charge and spin in kcal per mole: 16.4
LUMO (spin up / spin down) in eV: 2.56 / 1.86
Frontier orbital gap (spin up / spin down) in eV: 5.37 / 4.67
Net charge: -2

Each line ends with the Löwdin spin population.
Cartesian coordinates (Å):
Ca: 0.227 0.284 0.150  0.000
C: 2.394 4.417 0.731  0.000
O: 1.903 4.976 -0.475  0.000
C: 1.885 4.186 -1.607  0.000
C: 2.310 4.794 -2.768  0.000
C: 2.226 4.148 -4.001  0.000
C: 1.702 2.874 -4.029  0.000
C: 1.277 2.219 -2.865  0.000
C: 0.698 0.892 -3.080  0.000
N: 0.271 0.074 -2.195  0.000
N: -0.277 -1.098 -2.748  0.001
C: -0.655 -1.933 -1.810  0.000
O: -0.528 -1.773 -0.547  0.005
C: -1.341 -3.175 -2.291  0.000
C: -1.796 -3.297 -3.603  0.000
C: -2.435 -4.455 -4.016  0.000
C: -2.620 -5.509 -3.128  0.000
C: -2.165 -5.394 -1.823  0.000
C: -1.535 -4.230 -1.408  0.000
C: 1.369 2.857 -1.590  0.000
O: 1.019 2.292 -0.487  0.000
H: 2.965 5.201 1.235  0.000
H: 3.054 3.566 0.542  0.000
H: 1.575 4.119 1.393  0.000
H: 2.690 5.806 -2.686  0.000
H: 2.556 4.640 -4.907  0.000
H: 1.604 2.341 -4.969  0.000
H: 0.610 0.572 -4.121  0.000
H: -1.639 -2.469 -4.281  0.000
H: -2.792 -4.538 -5.036  0.000
H: -3.118 -6.415 -3.454  0.000
H: -2.293 -6.211 -1.123  0.000
H: -1.175 -4.129 -0.393  0.000
N: -0.397 -0.785 3.374  0.017
N: -1.791 -1.035 3.505  0.002
C: -2.582 -0.701 2.471  0.000
N: -3.876 -1.073 2.546  0.000
N: -2.007 -0.038 1.485  0.000
N: -2.748 0.384 0.433  0.000
O: -2.114 1.098 -0.341  0.000
O: -3.910 0.068 0.242  0.000
H: 0.037 -1.302 4.134  0.001
H: -0.277 0.213 3.553  0.000
H: -1.992 -1.915 3.969  0.000
H: -4.260 -1.130 3.474  0.000
H: -4.458 -0.675 1.821  0.000
N: 1.821 1.282 1.969  0.003
C: 3.211 0.830 1.871  0.001
C: 3.480 0.029 0.588  0.001
O: 4.525 0.128 -0.007  0.000
O: 2.469 -0.731 0.185  0.025
H: 1.688 2.048 1.302  0.000
H: 1.618 1.669 2.883  0.000
H: 3.420 0.157 2.707  0.001
H: 3.942 1.642 1.915  0.000
Se: 0.434 -6.476 1.862  -0.009
Sb: 0.442 -4.270 2.743  -0.005
Se: -0.340 -3.844 4.979  -0.009
Se: 3.586 -3.143 2.233  0.617
Se: 1.704 -2.322 1.393  0.344
Cl: -2.706 5.383 4.303  0.000
Ge: -2.299 3.809 2.676  0.000
Cl: -3.988 2.344 3.312  0.000
Cl: -0.599 2.721 3.810  0.000